[1]
{"formula": "C8H14S", "method": "wB97M-V/def2-TZVPD", "symbols": ["C", "C", "C", "C", "C", "C", "C", "C", "S", "H", "H", "H", "H", "H", "H", "H", "H", "H", "H", "H", "H", "H", "H"], "positions_angstrom": [[0.21, 2.46, -1.61], [-0.74, 1.62, -1.96], [-1.43, -3.76, 3.45], [0.07, -2.34, 1.38], [1.22, 2.04, -0.50], [1.91, 0.88, -0.52], [0.44, 3.81, -2.19], [-1.39, 0.61, -2.48], [-1.15, -2.03, 2.88], [-0.85, -3.71, 4.41], [-2.44, -4.03, 3.73], [-0.31, -1.89, 0.46], [0.97, -1.96, 1.84], [0.06, -3.46, 1.26], [1.47, 2.81, 0.24], [2.71, 0.75, 0.21], [1.54, 0.04, -1.21], [-0.41, 4.26, -2.71], [1.27, 3.67, -2.98], [0.74, 4.50, -1.38], [-0.88, -4.49, 3.00], [-0.76, 0.12, -3.18], [-2.24, 0.09, -2.15]], "s2": 2.0188, "total_charge": 0, "spin_multiplicity": 3, "homo_lumo_gap_ev": [6.24, 6.16], "fmax_ev_per_a": 9.59, "homo_energy_ev": [-5.303, -8.354]}



[2]
{"formula": "C8H14Si", "method": "wB97M-V/def2-TZVPD", "symbols": ["C", "C", "C", "C", "C", "C", "C", "C", "Si", "H", "H", "H", "H", "H", "H", "H", "H", "H", "H", "H", "H", "H", "H"], "positions_angstrom": [[-0.98, -1.05, -0.49], [-1.98, -0.41, -0.71], [0.57, -2.87, 0.10], [0.24, -1.65, -0.27], [-4.22, -0.01, 0.23], [1.45, 1.71, -0.29], [3.74, -0.45, 0.18], [-3.24, 0.29, -0.91], [2.21, 0.06, -0.82], [1.59, -3.18, 0.21], [-0.18, -3.62, 0.30], [-4.42, -1.08, 0.28], [-5.16, 0.51, 0.07], [-3.80, 0.31, 1.18], [0.56, 1.91, -0.87], [1.16, 1.69, 0.76], [2.14, 2.54, -0.43], [4.65, -0.37, -0.42], [3.87, 0.17, 1.06], [3.66, -1.48, 0.51], [-3.05, 1.36, -0.97], [-3.68, -0.03, -1.87], [2.40, -0.06, -2.27]], "total_charge": 0, "homo_lumo_gap_ev": 8.65, "fmax_ev_per_a": 3.82, "homo_energy_ev": -7.818}



[3]
{"formula": "C8H15BN2O4S", "method": "wB97M-V/def2-TZVPD", "symbols": ["O", "S", "O", "O", "O", "B", "C", "C", "N", "N", "C", "C", "C", "C", "C", "C", "H", "H", "H", "H", "H", "H", "H", "H", "H", "H", "H", "H", "H", "H", "H"], "positions_angstrom": [[-2.61, -0.05, 3.69], [1.04, 2.33, 0.96], [0.14, 2.49, -2.12], [1.73, 1.69, -3.70], [-3.25, -1.69, 2.14], [1.20, 1.58, -2.41], [-2.63, -0.51, 2.58], [0.39, 0.77, 0.76], [0.65, 0.10, -0.42], [-0.03, 0.59, 3.13], [0.13, -1.22, -0.79], [1.14, -2.04, -1.58], [2.12, -0.93, -2.07], [-1.95, 0.35, 1.54], [1.72, 0.42, -1.43], [-0.47, 0.15, 1.84], [-0.21, 2.42, -1.24], [1.17, 2.42, -4.06], [-3.65, -2.12, 2.90], [-0.48, 1.52, 3.27], [-0.38, 0.06, 3.86], [-0.49, -1.73, 0.03], [-0.69, -0.97, -1.49], [0.79, -2.62, -2.50], [1.69, -2.63, -0.84], [2.10, -0.72, -3.15], [3.15, -1.02, -1.91], [-2.25, 0.03, 0.48], [-2.34, 1.34, 1.56], [2.51, 0.95, -0.87], [-0.23, -0.95, 1.83]], "total_charge": 0, "smiles": "N[C@@H](CC(=O)O)C(=S)N1CCC[C@H]1B(O)O", "homo_lumo_gap_ev": 8.56, "fmax_ev_per_a": 3.84, "homo_energy_ev": -8.241}



[4]
{"formula": "C8H15Cl3F3NO5SrY", "method": "wB97M-V/def2-TZVPD", "symbols": ["Sr", "Y", "O", "H", "O", "H", "C", "O", "N", "C", "C", "H", "H", "H", "H", "H", "H", "H", "C", "C", "O", "C", "O", "C", "F", "F", "F", "H", "H", "H", "H", "H", "C", "Cl", "Cl", "Cl", "H"], "positions_angstrom": [[-12.19, -13.89, 5.29], [-14.90, -11.61, 5.18], [-13.32, -12.21, 3.76], [-12.96, -11.81, 2.95], [-14.79, -13.79, 5.36], [-15.35, -14.47, 5.77], [-13.75, -16.91, 4.89], [-12.67, -16.29, 5.19], [-13.84, -17.94, 4.12], [-15.09, -18.72, 4.01], [-12.65, -18.54, 3.56], [-14.72, -16.61, 5.30], [-15.87, -18.33, 4.66], [-14.92, -19.73, 4.39], [-15.39, -18.85, 2.97], [-12.88, -19.07, 2.64], [-11.85, -17.83, 3.43], [-12.30, -19.35, 4.22], [-14.35, -14.77, 8.69], [-13.92, -16.15, 9.16], [-15.10, -16.87, 9.51], [-15.60, -17.62, 8.53], [-15.21, -17.61, 7.39], [-16.76, -18.53, 8.99], [-16.31, -19.77, 9.11], [-17.26, -18.12, 10.15], [-17.72, -18.49, 8.06], [-13.49, -14.11, 8.46], [-14.95, -14.25, 9.44], [-14.92, -14.89, 7.77], [-13.31, -16.12, 10.05], [-13.42, -16.66, 8.34], [-18.11, -14.40, 5.35], [-18.06, -14.31, 3.59], [-17.58, -15.97, 5.95], [-19.64, -13.90, 6.00], [-17.34, -13.72, 5.69]], "total_charge": 3, "homo_lumo_gap_ev": 4.80, "fmax_ev_per_a": 4.07, "homo_energy_ev": -18.168}



[5]
{"formula": "C8H15ClN5", "method": "wB97M-V/def2-TZVPD", "symbols": ["C", "C", "C", "C", "C", "C", "C", "C", "N", "N", "N", "N", "N", "Cl", "H", "H", "H", "H", "H", "H", "H", "H", "H", "H", "H", "H", "H", "H", "H"], "positions_angstrom": [[1.64, 1.33, -0.74], [-1.66, -0.33, 0.34], [-3.54, -0.21, -0.91], [1.86, -1.18, 0.54], [-3.86, 0.12, 0.67], [0.77, -0.91, -0.29], [0.98, 2.35, -1.45], [4.21, -0.53, 0.74], [2.65, 0.95, -0.25], [-2.09, -0.16, -0.93], [2.91, -0.15, 0.35], [-2.58, -0.09, 1.29], [-0.39, -0.57, 0.63], [0.06, -2.14, -1.34], [-4.10, -1.08, -1.24], [-3.94, 0.62, -1.45], [1.53, -1.16, 1.65], [2.33, -2.11, 0.31], [-4.19, 1.18, 0.88], [-4.56, -0.55, 1.01], [0.16, 2.79, -0.89], [0.80, 1.91, -2.42], [1.53, 3.17, -1.70], [4.74, 0.34, 1.22], [4.21, -1.21, 1.61], [4.75, -1.05, -0.06], [-1.49, -0.70, -1.54], [-2.48, -0.19, 2.35], [-0.26, -0.43, 1.59]], "total_charge": 1, "homo_lumo_gap_ev": [8.46, 8.46], "fmax_ev_per_a": 5.28, "homo_energy_ev": [-11.357, -11.356]}